The following is a quantum chemistry calculation of a structure of composition C28H29BaN3Si in a non-equilibrium geometry, from the OMol25 dataset.

The geometry in XYZ format:
```
62
Properties=species:S:1:pos:R:3:nbo_charge:R:1
C 2.648 -1.611 -0.543 -0.418
C 2.747 -0.320 0.047 -0.308
C 2.225 -0.405 1.376 -0.395
H 3.221 0.543 -0.382 0.198
C 1.814 -1.752 1.610 -0.390
C 2.085 -2.501 0.437 -0.414
H 1.999 -3.578 0.325 0.201
H 3.034 -1.896 -1.512 0.202
H 2.230 0.399 2.096 0.210
H 1.462 -2.154 2.548 0.207
Ba -0.618 -0.773 -0.355 1.706
C -1.338 3.989 0.414 -1.175
H -1.713 3.884 1.530 0.255
H -2.306 3.567 -0.141 0.244
H -0.837 5.057 0.197 0.207
Si 0.225 3.024 -0.070 1.421
C -0.079 2.398 -1.738 -0.456
C 0.920 1.642 -2.346 -0.260
H 1.897 1.544 -1.860 0.242
C 0.683 1.050 -3.598 -0.264
H 1.500 0.510 -4.098 0.220
C -0.559 1.209 -4.221 -0.214
H -0.725 0.803 -5.214 0.214
C -1.583 1.921 -3.589 -0.250
H -2.544 2.089 -4.076 0.214
C -1.361 2.470 -2.326 -0.230
H -2.174 2.987 -1.791 0.226
C 1.827 3.616 0.561 -0.531
C 2.661 4.102 -0.457 -0.177
H 2.233 4.324 -1.447 0.203
C 4.012 4.250 -0.195 -0.225
H 4.666 4.630 -0.981 0.210
C 4.507 3.903 1.070 -0.230
H 5.575 4.030 1.282 0.212
C 3.658 3.419 2.078 -0.202
H 4.061 3.142 3.075 0.214
C 2.284 3.290 1.835 -0.190
H 1.592 2.931 2.593 0.214
H 0.442 1.626 0.610 -0.176
H -0.654 1.929 0.593 -0.382
N -3.216 -3.538 0.633 -0.582
C -2.221 -4.118 -0.162 0.391
C -2.237 -5.502 -0.390 -0.276
C -1.233 -6.079 -1.158 -0.133
C -0.237 -5.257 -1.697 -0.280
C -0.306 -3.883 -1.472 0.063
N -1.300 -3.315 -0.726 -0.573
C -3.123 -2.460 1.499 0.386
C -4.219 -2.083 2.286 -0.299
C -4.086 -0.991 3.141 -0.146
C -2.876 -0.302 3.201 -0.266
C -1.823 -0.715 2.390 -0.002
N -1.962 -1.775 1.531 -0.624
H -4.009 -4.138 0.803 0.401
H -3.065 -6.072 0.068 0.219
H -1.227 -7.149 -1.342 0.230
H 0.572 -5.655 -2.292 0.234
H 0.437 -3.179 -1.901 0.218
H -5.128 -2.683 2.189 0.215
H -4.919 -0.685 3.768 0.226
H -2.731 0.540 3.876 0.234
H -0.807 -0.248 2.417 0.229
```

Values from the calculation:
ΔE to the lowest compared entry with this formula, charge and spin ... 0.00 kcal per mole
E_LUMO (alpha / beta) ... -0.18 / -0.18 eV
M ... 572.975 g/mol
Charge ... 0
Gap between HOMO and LUMO (alpha / beta) ... 3.7 / 3.7 eV
HOMO level (alpha / beta) ... -3.88 / -3.87 eV
Energy ... -42542.6983 eV